# 1
16
Properties=species:S:1:pos:R:3:forces:R:3:mulliken_charge:R:1 method="wB97M-V/def2-TZVPD" homo_ha="-0.2772 / -0.2771" largest_force_ha_per_bohr=0.053 orbital_gap_ev="6.5427 / 6.5396" e_tot_ha=-358.95877
O 0.46331 -1.15584 0.69764 0.17 0.23 -2.50 -0.5907
H 1.80038 -1.10406 -1.76665 -0.01 0.08 -0.04 0.2692
N -1.89030 -0.69403 -0.95471 0.96 -0.16 -0.28 -0.5846
H 1.51643 0.55928 -2.38842 -0.11 -0.05 0.12 0.3171
H -2.62907 -0.63467 -1.65700 0.15 0.04 -0.08 0.2405
H 0.18250 2.08790 0.97770 0.03 -0.01 -0.02 0.2491
H -0.30355 -1.75041 0.62803 0.00 0.12 -0.16 0.3246
C -0.14235 0.23577 2.00866 -0.95 2.53 0.37 -0.2648
C -0.52296 1.31298 1.24376 0.30 -0.89 1.12 -0.6600
N -0.81894 -0.31456 -1.49993 -1.41 0.20 0.26 -0.0715
H 2.23585 0.30495 -0.77879 -0.07 0.00 -0.03 0.2981
H -1.54431 1.41718 0.90568 -0.04 0.01 0.01 0.2639
H -0.90457 -0.38683 2.46130 0.07 -0.19 -0.20 0.2395
C 1.52478 -0.08213 -1.50351 0.18 -0.31 0.07 -0.7489
H 0.81669 0.23980 2.50877 0.05 -0.13 -0.15 0.2126
N 0.21611 -0.03533 -0.88253 0.68 -1.45 1.51 0.5061

***

# 2
111
Properties=species:S:1:pos:R:3:forces:R:3:mulliken_charge:R:1 method="wB97M-V/def2-TZVPD" charge=-2 homo_ha="0.0035 / -0.1001" largest_force_ha_per_bohr=0.027 orbital_gap_ev="3.7574 / 6.5765" spin_multiplicity=3 e_tot_ha=-7359.54829 s_squared=2.034
C 0.53204 1.62200 -3.27616 -0.33 -0.14 -0.17 -0.2191
H 2.78341 6.38225 0.96971 -0.01 -0.01 0.02 0.4107
C 3.52546 -0.82061 0.31525 -0.03 0.00 -0.01 -0.5964
C 0.81569 -2.63647 -4.27696 -0.08 -0.06 0.10 -1.3790
H 1.73845 -0.03888 -0.58493 -0.02 0.03 -0.01 -0.1349
N 0.18093 -3.96763 -4.30429 -0.16 0.14 -0.24 -0.2391
H -3.03450 -0.08122 -3.27921 0.01 0.01 -0.08 0.5981
H 0.67375 6.34353 2.29035 0.01 0.00 0.00 0.3692
O -1.60806 2.83932 1.30358 -0.19 -0.10 0.38 1.0631
H 1.16379 -5.38604 0.52884 0.02 0.00 0.01 0.1787
C -2.50294 3.82959 3.23450 -0.17 0.06 0.14 -0.0883
H -3.67729 -4.67777 1.86613 0.01 0.01 0.00 0.3684
N -3.16520 1.09764 -0.14343 0.04 0.24 0.33 0.9989
C -0.52704 5.68132 0.64550 0.01 -0.03 0.09 -0.1776
O 0.18830 -6.42280 -4.36908 -0.04 0.02 0.02 -0.7617
C -3.57338 4.05259 4.12104 0.23 -0.02 -0.15 -0.9827
H -3.43938 4.67814 4.99747 0.02 -0.01 -0.04 0.3829
H 5.13585 -1.65822 1.46339 0.00 -0.01 0.00 0.3772
C 0.43609 1.79152 3.37794 -0.03 0.01 -0.01 0.8650
C -0.35406 0.67115 3.09958 -0.07 0.04 0.27 -0.4299
H -4.61605 0.00911 -1.21247 -0.03 -0.03 -0.12 0.3575
O 0.48736 2.25084 -1.00626 0.26 -0.04 0.33 0.1750
C -0.87369 1.21352 -3.29925 1.12 -0.04 -0.85 -0.1991
C -0.54964 5.29800 -0.68920 0.03 0.08 0.12 0.3415
C -3.90535 2.39253 1.82504 -0.08 0.22 0.36 1.2850
C 2.63983 1.74475 -4.46205 0.00 -0.01 -0.04 -1.0007
H -0.40585 2.42541 6.58725 0.00 -0.02 -0.01 0.3346
C -2.73323 -1.41962 1.86741 -0.06 -0.05 0.01 0.0508
O -1.04114 -3.10060 -2.13790 0.10 0.23 0.02 -1.0430
C -3.52998 0.15480 -1.17845 0.06 0.03 0.20 -0.6323
C 0.63128 5.29867 -1.42534 0.00 0.07 0.01 0.0304
Ti -1.30216 1.95253 -0.39738 -0.44 0.90 0.83 -0.0494
C 1.28647 1.47685 -4.43898 0.10 -0.05 -0.21 -0.4686
H 3.45650 -6.02085 1.73221 -0.02 -0.01 -0.01 0.3740
C 1.76802 -5.36524 -0.37161 -0.03 0.01 -0.04 -0.2598
H 0.06291 -5.41438 -1.66182 -0.01 -0.01 -0.03 0.2496
C -1.16300 0.20884 4.14070 0.14 0.10 -0.03 -0.7233
C -0.21193 -2.15793 -1.94819 -0.10 -0.42 -0.27 -0.1807
H -1.25722 -4.95616 1.41362 -0.02 0.01 0.01 0.2753
H 1.05890 3.27819 4.77040 -0.01 -0.02 0.01 0.4365
O -0.28498 -1.26903 -1.08841 -0.05 0.16 0.08 0.3388
C 1.91311 -5.33672 -2.76111 -0.14 -0.21 -0.05 -0.4132
H -3.05648 -0.81739 -0.98991 -0.02 -0.01 -0.03 -0.0416
C 4.08426 -1.39458 1.44929 0.01 0.00 -0.04 -0.6436
H 0.63560 4.97782 -2.45939 -0.01 0.02 0.00 0.5924
H 4.13191 -0.63032 -0.56376 -0.01 -0.02 0.04 0.5260
C 3.26394 2.16632 -3.28424 0.18 -0.02 -0.16 -0.7893
H 3.01627 2.66308 -1.20445 0.00 -0.01 0.00 0.8097
C -1.67249 -3.96631 1.56803 0.00 0.03 -0.02 -0.2358
C -0.84693 -2.85578 1.48005 -0.03 0.03 -0.01 -0.9162
C -0.38458 1.92625 5.62577 -0.03 0.02 0.11 -0.5892
C 1.80468 5.69885 -0.81051 -0.03 -0.02 -0.04 0.0344
H 3.20437 1.62008 -5.37748 0.02 0.01 0.03 0.3706
C -4.96327 2.65527 2.74051 0.11 -0.01 -0.08 -0.9918
H 4.32780 2.38040 -3.28739 -0.02 -0.01 0.00 0.4267
C 2.55099 2.32518 -2.12144 -0.40 -0.04 -0.01 -0.5123
H 3.72026 -2.07811 3.45560 -0.01 0.02 -0.01 0.4166
O -2.52303 5.76372 -1.88131 -0.11 0.04 0.07 -0.7920
C -4.80173 3.46073 3.85798 -0.08 -0.06 -0.05 -0.7063
C 3.15708 -5.28142 -0.26932 0.03 -0.01 0.01 1.0937
C 0.43235 2.40845 4.61998 0.03 -0.02 -0.13 -0.5280
C 1.14302 -5.39731 -1.60405 0.02 0.03 0.11 -0.2169
C 1.04374 -2.14015 -2.85174 0.10 0.07 0.04 0.6602
H -1.79060 -0.65278 3.97960 -0.05 -0.07 -0.03 0.3170
H -1.26018 0.88064 -4.26795 0.10 0.02 -0.07 0.2443
C 3.29259 -1.62741 2.56651 -0.08 0.02 -0.01 -0.9963
H -5.92776 2.19139 2.55169 0.02 0.01 -0.01 0.3339
C 3.28912 -5.26048 -2.68548 0.16 0.04 -0.03 -0.2462
S 1.07879 -5.29480 -4.33304 0.22 -0.03 0.21 1.3637
C -3.55746 -2.53488 1.95941 0.03 0.08 0.00 -1.0538
H 3.58528 -4.27020 1.57382 0.01 -0.03 -0.02 0.0880
H 1.73910 -2.66000 -4.85450 0.05 -0.08 0.02 0.4620
C -4.11544 1.53710 0.72556 0.23 -0.30 -0.33 -1.5971
H -0.52444 -3.96666 -3.53251 -0.02 0.02 -0.01 0.4057
Br 3.42672 5.72714 -1.82321 -0.02 0.10 0.03 -0.2269
C -1.85980 4.88847 -1.33398 0.31 0.06 -0.32 -0.3316
Cl 1.46976 2.48838 2.16690 -0.03 -0.09 -0.03 -0.1357
C -1.18519 0.82399 5.38341 -0.04 -0.03 0.03 -0.6968
C 0.66242 6.06600 1.24290 0.04 0.01 0.00 -0.6551
C 1.38167 -0.68822 1.41684 -0.03 -0.05 0.05 -0.2482
H -1.84252 0.44072 6.15480 0.02 0.02 -0.01 0.3803
C 1.15872 2.07795 -2.09858 0.35 -0.14 -0.13 0.4908
H 0.20045 -2.98225 1.23817 0.00 0.00 0.01 0.1029
C -3.00920 0.69354 -2.50774 0.05 -0.21 0.21 -1.2836
H 1.79607 -2.76698 -2.35998 -0.02 0.08 0.01 -0.1055
O 2.10251 -5.16220 -5.33697 0.03 0.04 -0.09 -0.7456
C 1.94955 -1.27020 2.54862 0.05 0.01 0.00 0.1397
H 4.89747 -5.30549 1.00022 0.00 0.01 -0.01 0.3737
C 2.18071 -0.47390 0.29841 0.04 -0.03 0.00 0.0991
H -1.52583 4.27275 3.40642 -0.08 -0.01 0.02 0.5017
H -1.44099 5.64354 1.22656 0.02 0.00 -0.03 0.5652
C -3.03013 -3.80973 1.81304 0.02 -0.01 -0.01 -0.9294
H -3.16316 -0.42548 1.95193 0.04 -0.07 -0.01 0.4371
N -1.62679 1.15476 -2.29598 -1.18 -0.37 0.18 1.0288
H 1.33948 -1.43027 3.43033 0.00 -0.01 0.02 0.4622
H -4.61879 -2.39523 2.12716 0.00 -0.02 0.00 0.4404
C 3.81339 -5.21976 1.08259 0.00 0.07 0.02 -1.2706
H -5.12767 1.14981 0.59796 -0.02 -0.01 -0.03 0.0119
H 3.87096 -5.20442 -3.59831 -0.06 -0.01 0.05 0.4806
H -5.64164 3.62410 4.52654 0.02 -0.01 -0.02 0.3181
H 0.79257 1.12416 -5.34037 -0.01 0.01 0.03 0.3901
O -2.12369 3.64419 -1.30230 -0.07 -0.29 -0.11 -0.5596
C 3.90546 -5.23531 -1.43839 0.01 0.01 -0.03 -0.7397
C -2.63694 3.02723 2.10822 -0.04 -0.17 -0.10 -0.3912
P -0.35580 -0.07325 1.41159 0.25 0.23 -0.28 2.2439
H 0.13457 -1.96066 -4.79887 -0.02 0.01 0.01 0.2861
H 4.98662 -5.16631 -1.37797 -0.03 0.00 0.01 0.2698
C -1.36622 -1.57335 1.64369 0.03 -0.08 0.01 0.3552
H 1.44567 -1.12485 -2.87189 -0.04 0.01 -0.03 -0.0680
H -3.60670 1.54800 -2.82236 -0.02 0.16 0.02 0.3554
C 1.84747 6.08352 0.51783 -0.03 0.00 -0.01 -0.5161

***

# 3
8
Properties=species:S:1:pos:R:3:forces:R:3:mulliken_charge:R:1 method="wB97M-V/def2-TZVPD" homo_ha=-0.3695 largest_force_ha_per_bohr=0.055 orbital_gap_ev=10.9024 e_tot_ha=-593.45571 smiles="C1=NC1.Cl"
H -2.62728 -0.36384 -0.79569 0.01 0.14 -0.71 0.2985
H 4.10180 -0.08496 -1.18475 0.32 0.09 -0.27 0.2440
H -0.95098 0.52337 1.40386 1.08 0.24 -0.43 0.1552
C -0.55100 0.02947 0.49467 -2.15 0.69 1.73 0.0034
C -1.67661 -0.47042 -0.31488 0.98 -0.38 0.93 -0.1126
Cl 3.13679 -0.32168 -0.40000 -0.28 -0.11 0.26 -0.2466
H 0.48740 0.15288 0.30089 0.41 0.10 -0.87 0.0150
N -1.18021 -1.32101 0.45631 -0.38 -0.78 -0.64 -0.3569